No. 1
{
  "formula": "C35H54F3N3O18S",
  "method": "ωB97M-V/def2-TZVPD",
  "smiles": "C=C[C@@H]1[C@@H](COCCOCCOCC)C[N@+](S)(CCC(F)(F)F)[C@@](CCCCN)(C(=O)[O-])[C@H]1OC#N.O=C1OCCO1.O=C1OCCO1.O=C1OCCO1.O=C1OCCO1",
  "e_homo_ev": -8.73,
  "total_energy_ha": -3582.2600,
  "gap_ha": 0.32533,
  "elements": ["C", "C", "C", "C", "C", "O", "C", "C", "O", "C", "C", "O", "C", "C", "C", "N", "S", "C", "C", "C", "F", "F", "F", "C", "C", "C", "C", "C", "N", "C", "O", "O", "C", "O", "C", "N", "H", "H", "H", "H", "H", "H", "H", "H", "H", "H", "H", "H", "H", "H", "H", "H", "H", "H", "H", "H", "H", "H", "H", "H", "H", "H", "H", "H", "H", "H", "H", "H", "H", "H", "H", "H", "H", "H", "C", "C", "O", "C", "O", "O", "H", "H", "H", "H", "C", "C", "O", "C", "O", "O", "H", "H", "H", "H", "C", "C", "O", "C", "O", "O", "H", "H", "H", "H", "C", "C", "O", "C", "O", "O", "H", "H", "H", "H"],
  "positions_angstrom": [[5.35063, 0.90729, 2.37243], [4.26358, 1.66280, 2.09037], [2.86860, 1.18000, 1.76333], [2.65813, -0.32844, 1.93596], [1.42446, -0.64633, 2.80332], [0.34027, 0.19016, 2.50870], [-0.60030, 0.33180, 3.55364], [-1.96818, 0.59907, 2.91568], [-1.83170, 1.24447, 1.66138], [-2.43644, 2.53097, 1.62791], [-2.42705, 3.05501, 0.19374], [-3.72863, 3.48666, -0.17449], [-4.13610, 2.98015, -1.44003], [-4.74997, 1.59325, -1.27261], [2.68195, -1.20015, 0.67699], [2.14471, -0.59100, -0.59856], [0.34308, -0.68172, -0.43684], [2.52507, -1.55738, -1.70133], [1.79292, -1.44675, -3.04109], [1.06707, -2.71967, -3.42403], [1.89249, -3.63751, -3.95322], [0.39015, -3.30475, -2.42360], [0.15873, -2.44538, -4.37495], [2.62732, 0.82712, -0.81257], [4.15459, 0.83584, -1.00422], [4.74960, 2.23299, -1.25931], [5.78790, 2.22263, -2.38946], [6.25542, 3.63952, -2.72049], [7.47418, 3.98562, -1.95745], [2.01233, 1.43975, -2.15490], [0.91566, 2.00087, -2.05841], [2.69106, 1.21284, -3.15959], [2.36488, 1.72722, 0.39870], [0.94116, 2.04451, 0.59176], [0.76060, 3.26406, 0.94313], [0.64941, 4.33772, 1.35841], [5.72182, 0.12249, 1.71726], [5.93149, 1.09303, 3.27157], [4.37045, 2.75002, 2.06971], [2.22916, 1.67475, 2.49971], [3.47796, -0.69030, 2.55632], [1.72497, -0.47688, 3.84732], [1.16678, -1.71134, 2.73318], [-0.64800, -0.56631, 4.17572], [-0.31424, 1.19928, 4.16378], [-2.48008, -0.34851, 2.72898], [-2.59232, 1.20670, 3.57467], [-1.87015, 3.22278, 2.26269], [-3.47843, 2.47829, 1.95509], [-1.73885, 3.89796, 0.08747], [-2.06686, 2.25728, -0.46268], [-3.27904, 2.93440, -2.12064], [-4.85097, 3.68692, -1.86532], [-5.38451, 1.30634, -2.10892], [-3.94515, 0.88149, -1.11582], [-5.32882, 1.61684, -0.35049], [3.70369, -1.50780, 0.44561], [2.13803, -2.12098, 0.88144], [0.09005, 0.52661, -1.00323], [2.27382, -2.53700, -1.29022], [3.59977, -1.58962, -1.84752], [2.53415, -1.29895, -3.82483], [1.09676, -0.62127, -3.13848], [4.41058, 0.24649, -1.88053], [4.67233, 0.37951, -0.15911], [4.00432, 3.01104, -1.42978], [5.29328, 2.52914, -0.35396], [5.39232, 1.69874, -3.25770], [6.66535, 1.71278, -1.98050], [6.50488, 3.72679, -3.77783], [5.45990, 4.36373, -2.50867], [7.73654, 4.93328, -2.20969], [7.23976, 4.05006, -0.97091], [2.84463, 2.68969, 0.24101], [-9.86880, 2.74860, 0.54493], [-8.42793, 3.21696, 0.47294], [-7.86536, 2.31342, -0.47942], [-8.86257, 1.83647, -1.26032], [-8.70496, 1.19803, -2.24742], [-10.07175, 2.19256, -0.75615], [-10.57695, 3.55209, 0.72878], [-10.01493, 1.96357, 1.28904], [-8.33600, 4.23446, 0.08933], [-7.90088, 3.14443, 1.42035], [-4.01331, -3.70010, -1.10528], [-3.76579, -2.55850, -2.06447], [-4.20524, -1.42250, -1.30996], [-4.13147, -1.73631, 0.00644], [-4.26056, -0.96468, 0.90120], [-3.88165, -3.05851, 0.17022], [-3.28915, -4.50422, -1.20208], [-5.01744, -4.11118, -1.19753], [-2.70706, -2.43050, -2.30050], [-4.32878, -2.64812, -2.98874], [-2.70140, -7.80980, -4.34122], [-1.96080, -6.51865, -4.04731], [-3.03554, -5.58448, -3.89990], [-4.15443, -6.27109, -3.55812], [-5.16719, -5.76220, -3.20345], [-3.95110, -7.60096, -3.67416], [-2.20535, -8.69259, -3.94815], [-2.89206, -7.94891, -5.40625], [-1.40168, -6.56200, -3.11107], [-1.29450, -6.20746, -4.84677], [4.02209, -0.52000, 6.90945], [5.51149, -0.35072, 6.67805], [5.78509, -1.37273, 5.71259], [4.63920, -1.65727, 5.05748], [4.56389, -2.33625, 4.08453], [3.58385, -1.05696, 5.65607], [3.50743, 0.41238, 7.12378], [3.80035, -1.24214, 7.69634], [5.75860, 0.61869, 6.24217], [6.10967, -0.50353, 7.57164]]
}


No. 2
{
  "formula": "C35H54INO10S6",
  "method": "ωB97M-V/def2-TZVPD",
  "smiles": "ICCCc1ccc2c(c1)Sc1ccccc1N2.O=S1(=O)CCCC1.O=S1(=O)CCCC1.O=S1(=O)CCCC1.O=S1(=O)CCCC1.O=S1(=O)CCCC1",
  "e_homo_ev": -7.66,
  "total_energy_ha": -4859.6922,
  "gap_ha": 0.29501,
  "elements": ["I", "C", "C", "C", "C", "C", "C", "C", "C", "C", "S", "C", "C", "C", "C", "C", "C", "N", "H", "H", "H", "H", "H", "H", "H", "H", "H", "H", "H", "H", "H", "H", "C", "C", "C", "S", "O", "O", "C", "H", "H", "H", "H", "H", "H", "H", "H", "C", "C", "C", "S", "O", "O", "C", "H", "H", "H", "H", "H", "H", "H", "H", "C", "C", "C", "S", "O", "O", "C", "H", "H", "H", "H", "H", "H", "H", "H", "C", "C", "C", "S", "O", "O", "C", "H", "H", "H", "H", "H", "H", "H", "H", "C", "C", "C", "S", "O", "O", "C", "H", "H", "H", "H", "H", "H", "H", "H"],
  "positions_angstrom": [[5.45756, -1.63771, 1.00092], [5.47424, 0.52992, 0.69223], [4.01127, 1.17426, 0.58669], [3.02704, 0.83151, 1.80445], [1.57366, 1.43263, 1.46291], [1.23466, 2.32227, 0.24162], [-0.20852, 2.86266, -0.08191], [-1.36600, 2.45795, 0.88046], [-1.00240, 1.56995, 2.13214], [0.41709, 1.05271, 2.45101], [-2.47615, 1.14628, 3.20239], [-3.76688, 0.77710, 1.90002], [-4.75231, -0.40555, 2.03288], [-5.75331, -0.63919, 0.86279], [-5.72990, 0.29964, -0.39772], [-4.73376, 1.51272, -0.48731], [-3.71993, 1.76100, 0.66995], [-2.75293, 2.89232, 0.62677], [5.98653, 0.70754, -0.32049], [6.01693, 1.03472, 1.56608], [4.16227, 2.32308, 0.57108], [3.47864, 0.93188, -0.41137], [2.88223, -0.31776, 1.82712], [3.42132, 1.12889, 2.83348], [2.04791, 2.64044, -0.50003], [-0.41703, 3.49734, -1.00639], [0.55211, 0.41564, 3.38768], [-4.68766, -1.05065, 2.97411], [-6.47098, -1.52695, 0.94119], [-6.43434, 0.14106, -1.29247], [-4.69991, 2.24368, -1.36318], [-2.85180, 3.40347, -0.26493], [5.39311, -2.70793, -5.35596], [4.56245, -3.44789, -4.30570], [5.07251, -3.01693, -2.93015], [5.73237, -1.36676, -3.13553], [7.15771, -1.40830, -2.90484], [4.86904, -0.41991, -2.46216], [5.44680, -1.25789, -4.89342], [4.95657, -2.79478, -6.35347], [6.40375, -3.12823, -5.39076], [3.50852, -3.16899, -4.41209], [4.62854, -4.53085, -4.42810], [4.27021, -2.99593, -2.19172], [5.88072, -3.66326, -2.58302], [6.24500, -0.68532, -5.36529], [4.48615, -0.76036, -5.04529], [6.70324, -8.25343, -6.86326], [7.41021, -8.97448, -5.71390], [8.12432, -7.91217, -4.87579], [7.18784, -6.40127, -5.07976], [8.01088, -5.43945, -5.77550], [6.51406, -6.08643, -3.83924], [5.99539, -7.06252, -6.23074], [6.00024, -8.90866, -7.38165], [7.44284, -7.90613, -7.59198], [6.66809, -9.49245, -5.09766], [8.11353, -9.72572, -6.07991], [8.14894, -8.18228, -3.81956], [9.13819, -7.73224, -5.23737], [5.71194, -6.29751, -6.95343], [5.12140, -7.38256, -5.65877], [-7.22967, 6.20720, -1.07626], [-8.22162, 5.86082, -2.18915], [-7.42303, 5.24901, -3.34256], [-5.98318, 4.48705, -2.60338], [-4.80567, 5.19346, -3.05393], [-6.10361, 3.04832, -2.69982], [-6.33447, 4.98488, -0.92605], [-7.73748, 6.44908, -0.14073], [-6.63198, 7.07567, -1.37132], [-8.94741, 5.13100, -1.81574], [-8.78080, 6.73896, -2.51968], [-7.99988, 4.49179, -3.87480], [-7.07922, 6.01367, -4.04127], [-5.40468, 5.19579, -0.39741], [-6.86683, 4.16434, -0.43895], [-4.03205, 5.10615, 4.88323], [-3.97864, 4.19973, 3.65178], [-5.34034, 4.28448, 2.96045], [-6.00328, 5.89800, 3.35511], [-7.18336, 5.72464, 4.17118], [-6.00419, 6.71817, 2.16205], [-4.65702, 6.41176, 4.40803], [-3.04043, 5.26824, 5.31077], [-4.66176, 4.64748, 5.65276], [-3.19748, 4.55466, 2.97162], [-3.73697, 3.16788, 3.91650], [-5.24873, 4.18663, 1.87785], [-6.03136, 3.53192, 3.34468], [-5.03621, 7.02870, 5.22251], [-3.95547, 6.98442, 3.79720], [-0.06368, -3.36870, 5.03645], [0.64752, -4.08420, 6.18676], [1.36321, -3.01729, 7.01769], [0.42402, -1.50817, 6.80976], [1.24466, -0.54837, 6.10632], [-0.24450, -1.18838, 8.05052], [-0.77062, -2.17563, 5.66597], [-0.76774, -4.02671, 4.52298], [0.67359, -3.02398, 4.30394], [-0.09212, -4.60018, 6.80769], [1.35046, -4.83647, 5.82181], [1.39173, -3.28226, 8.07510], [2.37578, -2.83802, 6.65190], [-1.05721, -1.41370, 4.94056], [-1.64258, -2.49409, 6.24166]]
}


Question: Which formula does entry 2 have?
Answer: C35H54INO10S6